Record 1
A 2-piece molecular cluster, C4H9N2 overall at a distorted geometry, computed with ωB97M-V/def2-TZVPD.

CARTESIAN COORDINATES (ANGSTROEM)
C -0.36449 0.52549 0.07392
C -2.81947 -0.49822 0.14132
C -1.75459 -1.64871 0.20424
C 3.59771 1.03909 -1.34717
N -1.36572 -0.24958 0.23040
N -0.41441 1.82831 -0.07466
H -3.27543 -0.35008 -0.87495
H -3.55421 -0.37481 1.02970
H -1.72967 -2.17141 1.17217
H -1.44460 -2.06187 -0.69009
H 2.92815 0.26387 -1.52843
H 3.24506 1.59475 -0.49434
H 4.57432 1.06733 -1.68568
H 0.51902 2.20495 -0.35045
H -1.17180 2.50447 0.27032

Properties
- HOMO-LUMO gap (alpha / beta) (eV) = 11.7 / 4.9
- charge = +1
- max |F| (eV/Å) = 3.57
- energy relative to the best compared isomer or geometry (same formula, charge and spin) (kJ/mol) = 684.6

---

Record 2
An isolated ion of composition C4H9N2 and charge +1 at a distorted geometry, computed with ωB97M-V/def2-TZVPD.

CARTESIAN COORDINATES (ANGSTROEM)
C 0.32515 -2.87433 -1.22522
N -0.19903 -1.54874 -1.17062
N -0.70558 -0.44461 -1.05692
C -0.30741 0.73884 -0.30776
C 1.09779 0.96350 0.34287
C -1.47787 0.60873 0.72869
H 0.03668 -3.45891 -0.39194
H 0.78530 -3.22930 -2.19106
H -0.49879 1.57120 -0.86031
H 1.20036 0.36085 1.23232
H 1.75625 0.81755 -0.48657
H 1.00695 1.99749 0.55438
H -2.39150 0.97129 0.23808
H -1.15332 1.30984 1.37230
H -1.58211 -0.34477 1.11174

Properties
- HOMO-LUMO gap (alpha / beta) (eV) = 9.7 / 9.7
- charge = +1
- max |F| (eV/Å) = 6.92
- energy relative to the best compared isomer or geometry (same formula, charge and spin) (kJ/mol) = 515.8
- SMILES = C=[N+]=NC(C)C

---

Record 3
C4H9N2 as an isolated structure at a distorted geometry, computed with ωB97M-V/def2-TZVPD.

CARTESIAN COORDINATES (ANGSTROEM)
C 0.74461 1.60995 -0.23409
C -0.61688 1.50938 -0.09353
C 0.74657 0.29395 -0.80566
C -0.81164 0.34986 -1.07884
N 1.50346 -0.73529 -0.56640
N -1.40222 -0.83466 -0.63710
H 1.57914 2.33239 0.00311
H -1.40152 2.27255 0.20318
H 0.95623 -0.09635 1.53618
H -1.07055 0.73042 -2.09871
H 2.39133 -0.76348 -0.08680
H 1.15220 -1.64755 -0.94023
H -2.45919 -1.06136 -0.86467
H 0.95508 -0.47489 2.30076
H -1.30562 -1.06226 0.36322

Properties
- HOMO-LUMO gap (eV) = 9.3
- charge = +1
- max |F| (eV/Å) = 4.42
- energy relative to the best compared isomer or geometry (same formula, charge and spin) (kJ/mol) = 392.0

---

Record 4
An isolated ion of composition C4H9N2 and charge +1 at a distorted geometry, computed with ωB97M-V/def2-TZVPD.

CARTESIAN COORDINATES (ANGSTROEM)
C 1.35635 1.32973 0.16730
C 0.68802 0.02794 0.08553
C 1.46747 -1.19491 -0.19041
N -0.58683 -0.06718 0.37704
C -1.83292 -0.15970 0.56361
N -2.63612 -0.10560 -0.42546
H 1.38603 1.89255 1.06595
H 0.87967 2.04041 -0.52819
H 2.41396 1.15942 -0.09932
H 0.85412 -2.10743 -0.70472
H 1.98244 -1.55211 0.69530
H 2.17729 -1.04283 -0.99976
H -2.19503 -0.20365 1.66393
H -3.62287 -0.23340 -0.30232
H -2.33158 0.21676 -1.36848

Properties
- HOMO-LUMO gap (eV) = 10.7
- charge = +1
- max |F| (eV/Å) = 4.21
- energy relative to the best compared isomer or geometry (same formula, charge and spin) (kJ/mol) = 147.6
- SMILES = CC(C)=NC=[NH2+]

---

Record 5
A 2-piece molecular cluster, C4H9N2 overall at a distorted geometry, computed with ωB97M-V/def2-TZVPD.

CARTESIAN COORDINATES (ANGSTROEM)
C -2.86717 -1.09614 0.50793
C 0.07400 -0.32508 0.61415
C 1.97412 0.88617 -0.67942
C 0.40180 0.89113 -0.14321
N 0.54673 -1.45238 0.47550
N -3.85212 -0.43576 0.21258
H -0.78275 -0.34333 1.32112
H 2.53684 0.11203 -1.41688
H 2.49797 0.78796 0.21383
H 2.09924 1.81492 -1.18523
H -0.32985 1.11965 -0.89363
H 0.48420 1.87289 0.33672
H 1.46478 -1.81692 0.08077
H -4.33098 0.14440 -0.38510
H 0.08319 -2.15954 0.94087

Properties
- HOMO-LUMO gap (eV) = 11.3
- charge = +1
- max |F| (eV/Å) = 8.10
- energy relative to the best compared isomer or geometry (same formula, charge and spin) (kJ/mol) = 363.0

---

Record 6
An isolated ion of composition C4H9N2 and charge +1 at a distorted geometry, computed with ωB97M-V/def2-TZVPD.

CARTESIAN COORDINATES (ANGSTROEM)
C 1.33333 0.08281 1.32911
C 1.03964 0.35948 -0.10115
N 0.55772 -0.84146 -0.89941
C -0.35418 0.17987 -0.37064
C -1.76409 0.22216 0.11593
N -1.51383 0.95161 -1.09083
H 0.38717 -0.43852 1.54981
H 1.40306 1.01567 1.91077
H 2.20876 -0.68306 1.30348
H 1.63540 1.04166 -0.72829
H 0.81420 -0.81502 -1.90293
H 0.33909 -1.70968 -0.46846
H -2.42809 -0.59005 0.24251
H -1.85307 0.90170 0.94711
H -1.80512 0.32282 -1.83701

Properties
- HOMO-LUMO gap (eV) = 11.4
- charge = +1
- max |F| (eV/Å) = 5.09
- energy relative to the best compared isomer or geometry (same formula, charge and spin) (kJ/mol) = 397.2
- SMILES = C[C@H]1[NH2+][C@@]12CN2

---

Record 7
An isolated ion of composition C4H9N2 and charge +1 at a distorted geometry, computed with ωB97M-V/def2-TZVPD.

CARTESIAN COORDINATES (ANGSTROEM)
C -2.20335 0.77296 -0.31940
N -1.01762 0.79345 -0.73807
C 0.05935 -0.00323 -0.71371
N 0.46342 -0.69731 -1.72449
C 1.04367 0.36879 0.40829
C 0.72399 -0.44033 1.60645
H -2.67372 0.06722 0.26757
H -2.84176 1.71978 -0.59441
H 1.27343 -1.30183 -1.67192
H -0.17114 -0.95019 -2.45222
H 1.17382 1.39328 0.66963
H 1.93165 0.13234 -0.05549
H 0.72234 -1.45700 1.18897
H -0.15254 -0.05247 2.04267
H 1.66848 -0.34546 2.08612

Properties
- HOMO-LUMO gap (eV) = 11.4
- charge = +1
- max |F| (eV/Å) = 4.70
- energy relative to the best compared isomer or geometry (same formula, charge and spin) (kJ/mol) = 207.8
- SMILES = C=NC(=[NH2+])CC

---

Record 8
A 2-piece molecular cluster, C4H9N2 overall at a distorted geometry, computed with ωB97M-V/def2-TZVPD.

CARTESIAN COORDINATES (ANGSTROEM)
C -0.47043 0.75853 0.67395
C -2.73450 0.11140 -0.10369
C 3.69258 -0.58864 -0.65774
C -1.33537 -0.31584 0.20166
N 0.57793 1.06894 -0.20772
N 1.06331 0.44164 0.66399
H -0.78876 1.38909 1.53059
H -3.00966 0.71532 0.83336
H -3.32851 -0.80570 0.00396
H -2.86042 0.61444 -1.12878
H 2.67039 -0.86045 -0.82732
H 4.06411 0.46308 -0.36909
H 4.57337 -1.20266 -0.80255
H -0.88168 -0.64653 -0.78177
H -1.23237 -1.14263 0.97114

Properties
- HOMO-LUMO gap (alpha / beta) (eV) = 4.3 / 7.9
- charge = +1
- max |F| (eV/Å) = 3.56
- energy relative to the best compared isomer or geometry (same formula, charge and spin) (kJ/mol) = 791.2

---

Record 9
C4H9N2 as an isolated structure at a distorted geometry, computed with ωB97M-V/def2-TZVPD.

CARTESIAN COORDINATES (ANGSTROEM)
C 1.22580 0.23113 -0.83535
C -0.30867 -0.06631 0.27921
C 0.13283 -0.81999 1.49057
C -1.64777 -0.16632 -0.33042
N 0.49059 1.12628 -0.22273
N 2.01517 0.38215 -1.82057
H 1.25298 -0.98405 1.42653
H -0.43519 -1.72470 1.66587
H 0.00355 -0.39158 2.42315
H -1.65524 -0.57032 -1.31348
H -1.90516 0.79135 -0.63890
H -2.28018 -0.78098 0.23215
H 0.46854 2.13124 0.07008
H 2.49067 -0.30050 -2.33668
H 2.39583 1.27974 -1.98830

Properties
- HOMO-LUMO gap (eV) = 10.0
- charge = +1
- max |F| (eV/Å) = 4.37
- energy relative to the best compared isomer or geometry (same formula, charge and spin) (kJ/mol) = 370.2

---

Record 10
A 2-piece molecular cluster, C4H9N2 overall at a distorted geometry, computed with ωB97M-V/def2-TZVPD.

CARTESIAN COORDINATES (ANGSTROEM)
C -1.19095 -0.17911 0.71454
C -1.46486 1.28981 -0.75968
C -1.29011 1.28774 0.71569
C 1.81578 -0.62299 -0.11516
N 1.52123 -1.86226 -0.10588
N -0.28187 0.65839 -0.11635
H -0.62423 -0.66547 1.48491
H -2.00704 -0.82689 0.19650
H -2.15520 0.68796 -1.28423
H -1.19382 2.13257 -1.28309
H -1.30661 2.09261 1.49331
H 2.21100 -0.20604 -1.02176
H 2.05663 -0.06103 0.87803
H 1.29557 -2.42710 0.78972
H 1.36971 -2.33952 -0.95083

Properties
- HOMO-LUMO gap (eV) = 9.8
- charge = +1
- max |F| (eV/Å) = 3.42
- energy relative to the best compared isomer or geometry (same formula, charge and spin) (kJ/mol) = 426.0

---

Record 11
C4H9N2 as an isolated structure at a distorted geometry, computed with ωB97M-V/def2-TZVPD.

CARTESIAN COORDINATES (ANGSTROEM)
C 1.20203 0.90651 1.12285
C 0.81043 -0.36712 1.02731
C 0.47330 1.46207 -0.07872
C 0.15193 -0.11717 -0.29804
N -1.75899 -0.70683 0.11646
N 0.45840 -0.80779 -1.41904
H 2.08957 1.44227 1.55280
H 0.66304 -1.12507 1.80182
H 1.02594 1.81623 -0.92404
H -1.81023 -1.60041 -0.19037
H -1.86817 -0.63891 1.06416
H -0.24430 2.09445 0.33980
H -2.33735 -0.10012 -0.37127
H 0.96132 -1.70111 -1.33300
H 0.18309 -0.55701 -2.41073

Properties
- HOMO-LUMO gap (eV) = 10.9
- charge = +1
- max |F| (eV/Å) = 3.61
- energy relative to the best compared isomer or geometry (same formula, charge and spin) (kJ/mol) = 316.6

---

Record 12
A 2-piece molecular cluster, C4H9N2 overall at a distorted geometry, computed with ωB97M-V/def2-TZVPD.

CARTESIAN COORDINATES (ANGSTROEM)
C -2.25734 0.19722 -0.24412
C 0.73657 -1.35816 0.69486
C 0.30653 0.90759 0.82750
C 1.45810 0.00285 -1.15110
N -3.40772 0.07869 -0.39054
N 0.93957 -0.18268 0.23957
H 1.06004 -2.33143 0.44532
H 0.20380 -1.33488 1.56077
H 0.80331 1.77722 0.40393
H 0.23876 0.93676 1.86618
H -0.73612 1.01059 0.63308
H 1.77193 -0.97877 -1.52242
H 2.46476 0.48417 -0.99364
H 0.78712 0.54243 -1.64528
H -4.36932 0.24840 -0.72411

Properties
- HOMO-LUMO gap (eV) = 10.6
- charge = +1
- max |F| (eV/Å) = 6.78
- energy relative to the best compared isomer or geometry (same formula, charge and spin) (kJ/mol) = 368.7